No. 1
This record from the Open Molecules 2025 dataset describes the molecule C12H16ClNO2S in a non-equilibrium geometry. The level of theory is ωB97M-V with the def2-TZVPD basis set.

```
33
Properties=species:S:1:pos:R:3:mulliken_charge:R:1
O -0.4787 -2.4235 -0.5136 -0.731
S -0.4017 -1.0010 -0.6448 1.399
O 0.2794 -0.2322 -1.7375 -0.606
C 0.1495 -0.3791 1.0819 -0.896
C 1.5856 -0.3226 0.6174 -0.036
C 2.3606 -1.3067 1.0670 -0.648
C 3.8171 -1.2102 0.6524 -0.298
C 4.2801 -0.1077 0.2357 -0.449
C 3.5155 1.1004 -0.4037 -0.857
C 2.2571 0.8639 0.1455 0.794
Cl 1.1655 2.0110 -0.1548 -0.215
N -2.0812 -0.5617 -0.7208 -0.008
C -2.4391 0.6532 -1.1996 -0.697
C -2.8666 1.6024 0.2221 -0.599
C -3.9722 0.8704 1.1785 -1.331
C -3.4362 -0.3803 1.2885 0.214
C -3.1369 -1.1833 0.0593 -1.425
H -0.2995 0.5025 1.0957 0.318
H -0.0371 -1.1598 1.7037 0.546
H 2.0770 -2.2039 1.2626 0.612
H 4.4975 -2.2162 0.8331 0.212
H 5.3112 -0.1292 -0.0779 0.358
H 3.9456 2.0027 -0.6194 0.455
H -3.3593 0.7504 -1.6489 0.510
H -1.4999 1.3348 -1.6498 0.219
H -3.2393 2.6299 -0.0459 0.477
H -1.8845 1.6988 0.8293 0.129
H -4.7811 1.0035 0.4652 0.278
H -4.1112 1.5739 1.7746 0.781
H -4.2996 -0.8193 1.8716 0.313
H -2.5103 -0.5066 1.9363 0.066
H -3.9617 -1.4208 -0.4325 0.590
H -2.7048 -1.9780 0.4145 0.526
```

* energy relative to the best compared isomer or geometry (same formula, charge and spin): 0.0 kcal/mol
* 2S+1: 1

No. 2
This record from the Open Molecules 2025 dataset describes the ion C4H9N4OSi with charge -1 in a non-equilibrium geometry. The level of theory is ωB97M-V with the def2-TZVPD basis set.

```
19
Properties=species:S:1:pos:R:3:mulliken_charge:R:1
C 1.5273 1.4908 0.0143 -1.163
Si 0.3797 -0.0547 -0.2631 0.169
C 0.0288 -0.2497 -2.1749 -1.030
C 1.2099 -1.6585 0.4233 -1.230
N -1.0375 0.0944 0.6699 -0.230
C -1.7651 1.1259 0.7996 0.576
O -1.7725 2.3002 0.4604 -0.660
N -3.0648 0.5881 1.6805 -0.708
N -2.8993 -0.5474 1.9712 0.789
N -2.3336 -1.5649 1.9707 -0.532
H 2.1340 1.5384 0.8701 0.395
H 2.2329 1.5573 -0.7678 0.351
H 0.8461 2.3436 -0.0099 0.277
H 1.0708 -0.5853 -2.3625 0.220
H -0.5456 -1.0677 -2.4136 0.379
H -0.1169 0.6440 -2.7562 0.318
H 0.4115 -2.1781 0.8715 0.314
H 1.8414 -2.3358 -0.1676 0.357
H 1.8529 -1.4407 1.1841 0.409
```

* energy relative to the best compared isomer or geometry (same formula, charge and spin): 40.2 kcal/mol
* charge: -1
* 2S+1: 1

No. 3
This record from the Open Molecules 2025 dataset describes a structure of composition C33H73BMgN2O27 in a non-equilibrium geometry. The level of theory is ωB97M-V with the def2-TZVPD basis set.

```
137
Properties=species:S:1:pos:R:3:mulliken_spin:R:1
Mg 1.1219 19.4147 16.4236 0.005
O -5.5492 22.5041 19.1074 0.160
C -4.6113 22.6965 18.4052 0.260
O -4.2742 22.0631 17.2213 0.068
B -2.9934 22.5729 16.7286 -0.138
O -2.7082 23.7782 17.5338 0.001
C -3.6885 23.9594 18.4766 0.417
O -3.6309 24.7792 19.3909 0.163
O -2.9928 22.8613 15.2780 0.005
C -1.9523 22.2905 14.7404 -0.002
O -1.5448 22.3801 13.6276 0.000
C -1.2511 21.3839 15.8264 0.003
O -1.9545 21.5700 16.9638 0.061
O -0.2452 20.6838 15.7434 0.004
N -1.2632 17.6456 15.8036 0.000
O -1.3210 17.9147 14.6313 0.000
O -2.1586 17.0948 16.3598 0.000
O -0.3016 18.0695 16.4029 0.001
C -5.2299 28.3414 20.1151 0.005
N -5.9184 28.9942 18.9875 -0.001
O -5.9775 30.2519 18.9610 0.000
O -6.2836 28.2506 18.1251 0.000
H -4.5922 27.5532 19.7148 -0.002
H -5.9926 27.9394 20.7819 -0.001
H -4.7205 29.2214 20.5078 0.000
C 0.0428 24.3213 25.8850 0.000
O -0.6597 23.3291 25.0025 0.000
C -1.9019 22.8522 25.3682 0.000
C -2.7642 22.2406 24.2298 0.000
O -3.3359 23.3406 23.4841 0.002
C -4.1189 22.9649 22.3596 -0.017
H -0.5888 25.2094 25.8675 0.000
H 1.0544 24.4712 25.5076 0.000
H 0.1811 24.0898 26.9411 0.000
H -2.6500 23.5189 25.7972 0.000
H -1.7917 22.0537 26.1019 0.000
H -3.6590 21.7602 24.6256 0.000
H -2.4663 21.4455 23.5463 0.000
H -3.5305 22.6624 21.4934 0.026
H -4.5547 23.9171 22.0572 0.001
H -5.0185 22.3602 22.4748 -0.001
C -3.1327 25.9784 11.0994 0.000
O -2.5435 25.0256 10.2322 0.000
C -1.8424 24.0055 10.8672 0.000
C -0.4504 24.4080 11.4433 0.000
O 0.3849 25.1341 10.5556 0.000
C 0.2779 26.5321 10.5250 0.000
H -3.4400 26.7441 10.3870 0.000
H -2.3370 26.2553 11.7910 0.000
H -4.0142 25.6400 11.6439 0.000
H -1.6808 23.1560 10.2036 0.000
H -2.4818 23.6343 11.6681 0.000
H 0.1693 23.5896 11.8099 0.000
H -0.4648 24.9458 12.3912 0.000
H 1.1424 26.9149 9.9825 0.000
H 0.3463 27.0587 11.4770 0.000
H -0.6791 26.8143 10.0862 0.000
C 0.9687 19.8732 13.4226 0.000
O 1.5373 19.1668 14.5250 0.000
C 2.0538 17.8172 14.2487 0.000
C 2.9653 17.3632 15.4250 0.000
O 2.3707 17.8362 16.6478 0.000
C 3.1824 17.3524 17.8391 0.000
H 0.7970 20.9258 13.6475 0.000
H 0.0816 19.3143 13.1244 0.000
H 1.6966 19.7415 12.6220 0.000
H 2.6259 17.7556 13.3229 0.000
H 1.1885 17.1544 14.2436 0.000
H 3.9576 17.8092 15.3568 0.000
H 3.0343 16.2806 15.5314 0.000
H 2.6205 17.6439 18.7265 0.000
H 4.2255 17.6684 17.8349 0.000
H 3.0988 16.2663 17.8784 0.000
C 0.6781 27.0544 17.1847 0.002
O 1.0946 26.0417 18.0672 0.000
C 0.0183 25.2776 18.7687 -0.003
C 0.5374 24.6342 20.1428 0.006
O 1.6444 23.8418 20.0413 0.000
C 2.3249 23.7097 21.3042 0.001
H 1.5184 27.5517 16.7002 0.000
H -0.0057 27.7393 17.6862 0.000
H 0.0352 26.6167 16.4210 0.000
H -0.1273 24.4557 18.0678 -0.001
H -0.9485 25.7658 18.8914 -0.002
H -0.2699 24.1126 20.6570 -0.001
H 0.8739 25.5598 20.6098 -0.001
H 1.6618 23.4080 22.1150 0.000
H 2.6892 24.6271 21.7665 0.000
H 3.1600 23.0410 21.0954 0.000
C -2.7479 15.0241 14.1979 0.000
O -3.9480 15.4583 14.8313 0.000
C -4.9510 15.9122 13.8325 0.000
C -5.0049 17.4153 14.0527 0.000
O -4.8709 17.7349 15.4209 0.000
C -4.9094 19.1899 15.6803 0.001
H -3.0495 14.1790 13.5791 0.000
H -2.0056 14.7244 14.9377 0.000
H -2.3175 15.6985 13.4576 0.000
H -5.9368 15.4527 13.9050 0.000
H -4.7474 15.8221 12.7655 0.000
H -5.9017 17.8521 13.6134 0.000
H -4.1364 17.8742 13.5803 0.000
H -4.9169 19.4676 16.7343 -0.001
H -5.7410 19.7810 15.2968 0.000
H -4.0484 19.7339 15.2918 -0.001
C 3.6827 20.8680 15.8433 0.000
O 2.5326 20.5840 16.6491 -0.003
C 2.5723 21.3058 17.9109 -0.001
C 1.2850 21.1449 18.6684 0.006
O 0.6577 19.9576 18.1698 -0.007
C -0.4699 19.6967 19.0714 -0.009
H 3.5356 21.7952 15.2894 0.000
H 3.7989 20.1035 15.0751 0.000
H 4.5960 20.9748 16.4287 0.000
H 2.7063 22.3796 17.7800 0.000
H 3.4685 21.1285 18.5054 0.000
H 0.6500 22.0266 18.5817 -0.001
H 1.5692 20.9897 19.7091 0.000
H -0.3464 18.8045 19.6852 -0.001
H -1.3834 19.4661 18.5231 -0.001
H -0.8051 20.5730 19.6264 0.012
C -5.8727 25.9817 15.8786 -0.016
O -4.8866 26.9972 15.5252 0.002
C -3.7606 27.1395 16.2370 -0.023
C -2.8802 28.2139 15.6625 -0.002
O -2.3470 27.9027 14.2875 0.000
C -1.6080 28.9663 13.7650 0.000
H -6.3960 25.5849 15.0086 0.000
H -6.6013 26.5938 16.4103 0.000
H -5.4744 25.1080 16.3945 0.003
H -3.2736 26.1749 16.3800 0.018
H -4.0808 27.4771 17.2227 0.003
H -2.0128 28.4028 16.2950 0.001
H -3.3618 29.1913 15.6895 0.000
H -1.2263 28.7175 12.7748 0.000
H -0.8907 29.4246 14.4457 0.000
H -2.4351 29.6650 13.6386 0.000
```

* ⟨S²⟩: 0.754
* charge: -1
* 2S+1: 2

Number 1: calculated total energy -41637.4109 eV. Number 2: calculated total energy -20179.8871 eV. Number 3: calculated total energy -99777.8440 eV.